(1)
A molecular structure, C20H34BrCdN4O6S, computed with ωB97M-V/def2-TZVPD.

The calculation puts the gap between HOMO and LUMO at 6.7492 eV. For the maximum force, the calculation gives 0.2 eV Å⁻¹. For the relative energy (zero: lowest compared OMol25 entry of this formula, charge and spin), the calculation gives 5.4 kcal per mole. The total charge is -1. As for the lowest unoccupied orbital energy: 2.176 eV.

Cartesian coordinates (Å):
1 O 0.48603 3.05524 0.97353
2 H 1.56910 3.54282 4.70134
3 H -0.54259 -3.68032 -4.38172
4 C -3.10622 2.22891 2.51605
5 C -1.47042 1.93386 -1.72094
6 O 1.92661 -2.23421 -1.69379
7 N 0.61546 -2.37489 1.33673
8 H 3.37717 -1.06909 2.52701
9 H -1.88848 -0.08035 -1.51742
10 C 1.12791 3.63634 3.70563
11 H 2.03393 -6.92474 -5.53738
12 C 2.48120 -4.54467 -3.16112
13 H -2.86677 2.10739 3.57558
14 H -5.24600 2.22997 2.85894
15 H -0.94058 0.97199 -3.57653
16 H 1.16736 2.58692 -2.07131
17 C -1.87653 -2.51630 1.23428
18 C 1.01842 -2.62620 -2.46038
19 C 0.61089 5.05180 3.48901
20 H -3.09850 1.22219 2.08871
21 H 0.37443 1.61633 3.98349
22 H 1.40481 5.78420 3.64107
23 H -0.07553 -5.65852 -5.83362
24 C 1.81983 -6.05833 -4.92677
25 H -4.52980 3.84323 2.81722
26 C 2.69514 -1.27000 1.69761
27 C 0.04202 2.57497 3.58467
28 N -1.48879 0.68256 -0.97543
29 C -0.62934 1.84129 -2.98559
30 H 0.94982 -0.26579 -2.75077
31 Br 4.34109 -6.62267 -3.73693
32 N 2.10604 -0.04164 1.13839
33 H 1.64540 0.47803 1.87791
34 H -0.19645 5.28648 4.18783
35 H 1.37610 1.97505 -3.71541
36 C -0.54676 -3.15126 1.69233
37 H 3.18522 -4.21780 -2.40911
38 H 2.28396 0.41021 -2.11357
39 H -0.51152 -4.14007 1.21712
40 N 1.27841 0.50707 -2.17695
41 H -2.48368 2.26525 -1.99393
42 H -2.06233 0.70572 -0.13967
43 S -0.43180 2.24937 1.83820
44 H -1.93772 4.07127 2.26673
45 H -1.03214 2.70516 -1.08150
46 H 3.23659 -1.77328 0.89361
47 H -2.27373 3.19220 0.76743
48 H -0.84269 2.72372 -3.59626
49 O 1.76053 -2.75878 3.31308
50 H -0.60560 -3.32666 2.76881
51 C -2.04303 3.07603 1.82847
52 H 2.80078 0.57246 0.73171
53 Cd 0.29739 -0.92572 -0.29022
54 C 0.87533 1.78412 -2.75475
55 C 2.72299 -5.64529 -3.96136
56 C -4.49147 2.84692 2.37176
57 C 1.29789 -3.83565 -3.33030
58 O -1.80974 -1.49417 0.46432
59 O -0.11139 -2.08206 -2.56619
60 C 1.59857 -2.22824 2.20031
61 H -4.76710 2.94133 1.32008
62 H 1.91828 3.42307 2.98429
63 C 0.37775 -4.23987 -4.28903
64 H 0.23931 5.17160 2.47204
65 O -2.92015 -3.03490 1.63798
66 H -0.85611 2.86987 4.13017
67 C 0.64119 -5.34352 -5.08552

***

(2)
22 unconnected molecules or ions with the total composition C46H144N36O22 in a non-equilibrium geometry, computed with ωB97M-V/def2-TZVPD.

The calculation puts the gap between HOMO and LUMO at 9.3157 eV. For the maximum force, the calculation gives 4.0 eV Å⁻¹. For the relative energy (zero: lowest compared OMol25 entry of this formula, charge and spin), the calculation gives 7.3 kcal per mole. As for the lowest unoccupied orbital energy: 0.486 eV.

Cartesian coordinates (Å):
1 O 0.14611 4.35457 -5.96033
2 C -5.45419 -6.08159 0.58834
3 H 5.30063 1.62048 4.48331
4 C 5.57475 -0.85972 4.83261
5 N 3.82013 8.65861 -3.17025
6 C 0.61375 3.40873 -5.31192
7 N 5.95488 2.45293 2.07950
8 H 5.96917 7.67966 -4.95003
9 C 4.35712 7.37911 -3.59824
10 N -2.67308 -3.89281 0.46556
11 H 6.94773 0.45673 -8.39454
12 H 5.50467 -6.18704 -2.52772
13 H -8.17572 -1.64526 3.90794
14 H 2.37475 -1.02162 -5.05970
15 N -3.75875 4.34797 1.13773
16 N -3.72727 -2.09028 -1.83382
17 H 1.37628 4.46901 -3.72962
18 H -2.49179 -0.71838 6.56438
19 H -7.13908 0.86376 5.83973
20 H 5.77811 -5.65848 -0.84126
21 H -3.42970 -1.42208 -1.14319
22 H -4.71541 -2.07383 -1.89610
23 N 2.83391 -0.64554 -5.85378
24 H -2.69280 2.48606 5.06737
25 H 1.38366 -7.36840 -0.50394
26 N -0.73995 -4.75267 1.40197
27 H -4.57260 -7.99106 2.36254
28 H -3.11697 -3.52119 3.07841
29 H -1.64340 1.42742 4.36397
30 H 2.05125 -0.47231 -2.78637
31 N 1.15308 4.12893 2.21418
32 H -4.69517 3.70495 -2.08729
33 H -4.15270 0.91247 6.82370
34 H -1.70953 0.22069 0.94802
35 C -6.74779 2.93631 2.43570
36 N 1.27869 -2.40644 4.80880
37 H 6.07331 -1.13204 -4.95839
38 H -0.26294 0.28160 -1.51011
39 C 0.50477 -0.22056 -0.88904
40 H 2.06459 -2.16098 4.12992
41 H -5.21151 -0.30511 0.85480
42 H 1.65920 -5.71565 -2.19629
43 H -3.58489 -2.17886 -3.93183
44 N 1.26282 3.54110 -4.11480
45 N 5.55630 3.77214 -0.72086
46 H -3.62572 -6.96933 -0.19216
47 C -7.51148 -5.63257 1.50436
48 C 1.06570 1.42008 5.10064
49 H 0.64893 -1.30190 -1.01769
50 O 4.01570 -4.95557 -1.77316
51 H 0.68356 -3.11468 4.42882
52 H -1.13115 5.15113 -2.31348
53 C 5.00708 -1.35146 -4.89329
54 C -6.93702 0.56501 2.84892
55 C 1.49801 -4.05896 -0.91433
56 C -4.59211 0.70963 5.84428
57 O 1.52588 6.85591 -2.19993
58 H 5.48880 2.56288 -3.87820
59 N 5.47625 -0.84656 6.17366
60 C 4.15674 -0.18207 -5.46017
61 O 4.00629 3.63887 2.33382
62 H 4.96366 -0.60062 1.73642
63 N 1.02808 -6.46484 -0.22615
64 H 4.33340 -3.03852 -1.38854
65 H -4.45235 5.65581 -5.01250
66 H 1.82383 -0.39523 1.31869
67 O -0.98203 -2.76439 -4.21848
68 C -6.71773 0.02143 6.35862
69 N -2.60591 -5.64894 5.30224
70 C -2.38916 -4.59147 4.46796
71 H -3.40218 -5.24592 2.81782
72 C 1.47425 2.09574 -0.81702
73 N 2.28281 0.78575 4.97917
74 H 5.96279 -0.69224 -9.41517
75 H -3.81116 0.25881 3.92139
76 H 0.29915 -3.91595 -5.20306
77 N 4.69003 2.36244 4.06809
78 H 1.19977 2.15313 0.23197
79 N -2.71252 0.29888 0.98617
80 H 2.42136 -0.17432 5.29572
81 H -3.34898 -1.67451 5.42404
82 H 0.01729 -5.39096 1.23047
83 H 2.43524 2.68317 -1.00748
84 H 1.96980 6.28338 -0.07494
85 H 6.70131 1.76039 2.35415
86 H -5.22040 1.59127 5.63398
87 C 1.72358 0.62443 -1.13253
88 H -1.85019 -0.14254 -4.00485
89 H 5.87141 -4.44632 -2.19787
90 N -4.34559 4.45408 -2.75807
91 H 2.08877 3.96167 2.52711
92 H 0.31676 -0.45146 2.41143
93 H 1.57238 2.73928 -3.57312
94 O 6.28893 -0.08390 4.19836
95 N -3.81509 4.86206 -4.91717
96 H 4.19772 1.11984 -7.17414
97 C 3.61890 6.79656 -4.83451
98 H -2.42717 -3.21986 1.13445
99 C 3.28117 -5.84279 -0.97664
100 C -5.08114 -8.55697 -0.13296
101 H 5.67430 4.21199 -3.16761
102 H -4.97302 -5.22852 1.10715
103 H 4.78524 -1.55884 -3.86654
104 C -3.37363 0.43313 4.91997
105 O -1.66582 -5.64013 -0.50250
106 H 6.38932 8.22940 -3.37220
107 N -2.38928 1.54648 5.06001
108 H -9.11342 1.44898 2.04657
109 H 0.66426 -3.91946 -3.50027
110 H 5.84288 0.00049 6.45846
111 H -3.40012 -6.18909 5.29747
112 C 4.72039 -2.00619 0.25890
113 H 2.88036 1.09883 4.23908
114 H -7.67702 -4.94336 0.61604
115 N -0.38797 5.66392 -1.90161
116 H 0.41270 3.60718 2.66112
117 N 5.46229 3.22921 -3.06171
118 H -5.16849 -1.58932 1.90442
119 O 0.68422 2.30876 4.32491
120 O -7.28863 -0.70381 2.30856
121 H 2.84207 -1.33352 -6.58769
122 H 0.00718 -3.47070 6.33984
123 H 0.51169 0.23226 6.61304
124 H -5.95595 -8.85634 0.36230
125 H 1.91586 -3.39305 -1.71460
126 H 8.17732 6.75326 -3.59541
127 H -0.77633 -4.09590 2.16786
128 H 3.66306 9.31665 -3.93702
129 H 2.92779 8.51691 -2.73924
130 N -3.24569 -4.44290 3.42296
131 H -8.51996 -6.04218 1.69987
132 H -1.48660 3.79743 0.15339
133 H -5.31181 -8.34297 -1.18078
134 H 2.71853 6.39370 -4.37765
135 H -0.72173 -4.84014 -3.98467
136 N 4.55120 -2.04293 -1.08440
137 H 4.03932 0.53701 -4.69325
138 H 2.08052 -3.60581 -0.10636
139 H 0.72389 -1.82087 1.15389
140 H -5.92900 2.80508 3.18664
141 H -6.53371 1.49324 0.91484
142 H -8.71438 0.72562 0.77295
143 H -6.31000 -1.77660 3.82527
144 H 0.10851 -6.43745 -0.66671
145 H 3.86197 2.67413 4.62771
146 H 5.38282 0.94784 -8.98078
147 H -1.74992 -1.00102 4.96727
148 H -7.58791 3.38595 2.92651
149 H 4.56183 -1.12323 6.57920
150 C -1.72760 -4.84547 0.41983
151 O 5.26480 -0.50347 -7.59324
152 C -0.13424 -3.91277 -4.21254
153 H 7.74232 5.67886 -4.96899
154 H -0.70206 1.28005 6.02737
155 C 4.86313 0.47986 -6.63233
156 N -3.87978 -7.55940 1.73188
157 H 2.95450 5.53983 1.13728
158 H 3.23472 0.73418 -2.41535
159 C 5.83500 7.47040 -3.87999
160 C -7.26670 -1.74253 3.28822
161 C -1.76670 -2.76569 -3.06012
162 C 1.81291 -5.52770 -1.08875
163 N 0.29871 1.14860 6.19279
164 C -2.62710 -0.34938 -3.29120
165 H 0.44226 -3.83091 -0.79255
166 C 4.81290 2.86087 2.82009
167 H 1.01716 -3.44723 7.81106
168 H 4.71750 3.65201 -0.10019
169 N 2.23985 0.49102 -2.51289
170 H -3.55362 0.19119 -3.57372
171 H 4.76411 -2.68189 4.94966
172 N 0.16371 6.66208 -3.95983
173 H 4.27997 6.74288 -2.75610
174 H 4.29361 -1.26756 -1.66257
175 H -3.18325 1.00818 0.39593
176 N -4.64694 -1.05583 1.23699
177 C -7.11745 1.65348 1.82699
178 H 0.91422 7.17098 -4.43418
179 H -5.68823 -5.70227 -0.42626
180 C 0.46548 6.47040 -2.63606
181 N 4.94619 -0.74157 0.74198
182 C -3.28891 -0.82081 1.49174
183 H -4.30441 -9.34327 0.04339
184 H -3.12782 -3.73015 -0.39762
185 C 0.92388 4.98359 1.14557
186 H -2.04317 2.74993 -1.14814
187 C 0.77291 -0.72794 1.44691
188 H -3.00972 -8.07245 1.72332
189 O -1.36660 -3.85533 4.65016
190 H -6.65846 0.35647 7.40754
191 H -5.93921 0.50229 3.29654
192 H -7.17534 -5.05792 2.38218
193 O -4.44216 2.84674 -0.48065
194 H 0.13314 1.94325 -6.64493
195 C -2.98650 -1.79188 -3.13846
196 H 0.71801 2.41912 -1.56241
197 C -2.65146 -0.80028 5.46857
198 C -3.65069 4.06561 -3.86195
199 N -2.20343 3.23715 -0.28186
200 H 4.98984 -2.25879 -5.44206
201 H 5.18539 -2.34293 3.35478
202 H 1.27785 1.44269 -5.46273
203 O 0.04140 0.00249 0.46693
204 H -1.93090 -5.77926 6.04104
205 H -7.51185 -0.80075 6.25354
206 H 3.48198 -5.70149 0.03707
207 H -2.40838 0.09221 -2.34319
208 H 5.66247 1.10757 -6.20849
209 O 6.26228 6.17932 -3.54196
210 H 3.38468 7.49618 -5.62961
211 N 0.57325 2.11626 -5.78056
212 H -7.56673 0.75889 3.68812
213 O -2.63995 -1.64019 2.11885
214 H -3.01359 4.68407 1.70951
215 C 1.67313 -2.53515 6.06650
216 H -6.47423 3.69782 1.70094
217 H -1.11215 -2.56034 -2.27865
218 H 5.16479 -0.01275 0.09411
219 H -0.20193 5.41959 -0.95745
220 H 3.50546 -6.84229 -1.33481
221 N 0.89886 -3.34976 6.81853
222 O 4.72398 -2.98847 0.98448
223 H 5.71017 4.68554 -1.06536
224 H 6.12632 2.80392 1.12260
225 H 2.57465 0.34215 -0.50883
226 H -2.26062 -3.75739 -2.97373
227 O -5.44831 -0.42488 5.81840
228 O 4.95266 1.67064 -1.59046
229 C -4.45203 -7.26707 0.43528
230 O -0.24200 5.18275 0.72667
231 O -6.63964 -6.62409 1.19449
232 C 5.39206 -5.34146 -1.85706
233 H -7.40677 -2.74430 2.73647
234 H -5.09521 5.12385 -2.92389
235 H 7.89436 5.06652 -3.23120
236 O 2.70254 -1.93711 6.45360
237 C 5.23400 2.83256 -1.80416
238 H -4.64620 4.34554 1.57197
239 C -3.48657 3.42074 0.08863
240 C 7.57329 5.88297 -3.90192
241 N -8.49070 1.60368 1.28166
242 N 2.07027 5.49754 0.57368
243 H -0.62266 6.28193 -4.47776
244 C 5.94854 0.06570 -8.68010
245 H 4.09436 5.95634 -5.26538
246 O -2.86210 3.16091 -4.04246
247 H -3.21299 4.54151 -5.66133
248 N 4.82774 -1.94993 4.26265

***

(3)
A gas-phase ion, C7H12 (charge -1) in a non-equilibrium geometry, computed with ωB97M-V/def2-TZVPD.

The calculation puts the gap between HOMO and LUMO (spin up / spin down) at 3.5069 / 6.6821 eV. The multiplicity is 2. For the maximum force, the calculation gives 4.9 eV Å⁻¹. For the relative energy (zero: lowest compared OMol25 entry of this formula, charge and spin), the calculation gives 47.2 kcal per mole. The expectation value of S² is 0.76. The total charge is -1. As for the lowest unoccupied orbital energy (spin up / spin down): 4.255 / 4.145 eV.

Cartesian coordinates (Å):
1 H -0.99482 0.02124 1.84418
2 H -2.18517 -1.44732 0.19934
3 H -1.90269 -0.34276 -1.22618
4 H 2.17913 -1.45696 -1.60214
5 H 1.58862 -0.42129 1.74366
6 H -0.12743 2.89457 0.01131
7 H -3.29665 -0.13315 -0.16081
8 H 2.35570 -1.54788 0.60756
9 C -1.18746 0.44615 0.88274
10 H 0.77098 -2.05743 1.22818
11 C 0.33685 1.99297 -0.43395
12 C 1.62138 -0.55000 -1.35014
13 H 1.52564 0.17706 -2.08088
14 C 0.03676 0.70873 0.02085
15 C -2.25350 -0.40282 -0.13081
16 H 0.95794 2.29954 -1.35293
17 C 1.40233 -1.19813 1.00156
18 H -1.91725 1.36285 0.93738
19 C 1.08963 -0.34538 -0.13892

***

(4)
2 unconnected molecules or ions with the total composition C4H11NS2 in a non-equilibrium geometry, computed with ωB97M-V/def2-TZVPD.

The calculation puts the gap between HOMO and LUMO at 8.6467 eV. For the maximum force, the calculation gives 1.0 eV Å⁻¹. For the relative energy (zero: lowest compared OMol25 entry of this formula, charge and spin), the calculation gives 22.2 kcal per mole. As for the lowest unoccupied orbital energy: 0.624 eV.

Cartesian coordinates (Å):
1 S 1.41698 -1.00233 -2.18820
2 S 0.03079 -1.71620 -0.87701
3 C 0.09199 1.43171 0.65734
4 H 1.87043 0.06325 -1.49861
5 H 1.45788 -3.62101 -0.49490
6 N 0.50616 1.63845 1.98252
7 H 0.32803 -3.39441 0.79014
8 H -1.90685 1.31729 1.10174
9 C 1.01223 -2.84796 0.12796
10 H -0.24905 1.62119 2.65006
11 H -2.31635 0.37058 -1.26191
12 H -0.85430 1.29868 -1.80492
13 C -1.69402 1.25710 -1.11158
14 C -1.18055 1.26840 0.29206
15 H 1.71126 -2.32094 0.77154
16 H 0.86253 1.50589 -0.10276
17 H -2.30655 2.13500 -1.33453
18 H 1.21938 0.99530 2.30105

***

(5)
A molecular structure, C29H21ClMgN6OS in a non-equilibrium geometry, computed with ωB97M-V/def2-TZVPD.

The calculation puts the gap between HOMO and LUMO at 6.6661 eV. For the maximum force, the calculation gives 2.0 eV Å⁻¹. For the relative energy (zero: lowest compared OMol25 entry of this formula, charge and spin), the calculation gives 14.3 kcal per mole. As for the lowest unoccupied orbital energy: -0.577 eV.

Cartesian coordinates (Å):
1 C 1.52161 -2.27315 -3.53069
2 H -3.47715 1.81366 -0.76268
3 N 1.13695 -1.97336 0.32905
4 H 5.46785 -3.41800 0.82073
5 C -0.95650 1.85107 0.08713
6 C -2.53726 -1.53699 3.32183
7 C -2.47402 5.24983 0.64024
8 H -4.35283 -0.64597 2.59759
9 C 2.67431 -2.73313 -4.19077
10 H -1.14594 2.58373 2.71446
11 N -0.73340 1.18433 -0.99948
12 C -3.20931 2.77564 -0.35504
13 Cl -3.12309 -1.64816 4.94819
14 N 1.44721 -2.12546 -2.23220
15 H -2.45492 1.28607 -4.32023
16 C -1.27202 -1.96481 3.01506
17 C -0.26540 2.00439 2.48505
18 S 0.87380 0.65487 -3.28456
19 H 1.01425 -2.97656 2.14209
20 H 2.66529 -2.83566 -5.26550
21 C 0.68344 1.74775 3.44971
22 H -4.46057 5.87604 0.14022
23 C 2.36427 -2.41798 -0.07271
24 H -0.56623 4.36895 1.02883
25 C -1.92993 2.95271 0.16601
26 C -3.75278 5.05819 0.14398
27 H -5.10737 3.66635 -0.75660
28 Mg 0.38408 -0.54354 -0.95194
29 H 0.56852 2.13081 4.45382
30 N -1.51928 0.91452 -4.33990
31 H -0.62704 -2.35432 3.78925
32 H 4.71091 -3.35086 -3.92431
33 C 1.87416 0.49339 1.81146
34 H 0.63530 -2.02246 -4.09930
35 C 1.79910 0.99341 3.10155
36 C -3.36951 -1.00361 2.33104
37 C 3.79482 -3.02012 -3.45611
38 H 2.71982 -0.11221 1.51206
39 N 0.96993 0.73143 0.87776
40 H -3.55806 -0.54290 0.25825
41 H 2.58385 0.79699 3.81543
42 N -1.39697 1.38599 -2.10946
43 C -0.78723 0.97629 -3.20281
44 C 4.80864 -3.23007 -1.19341
45 C -2.92817 -0.94475 1.03815
46 C 2.51393 -2.46372 -1.48836
47 C -0.77773 -1.85824 1.70615
48 H 3.32221 -2.76833 1.80547
49 O -1.26307 -1.31298 -0.56036
50 H 5.75065 -3.52870 -1.62550
51 H -2.17837 6.22278 1.00417
52 C -4.11560 3.81816 -0.35563
53 H -1.02771 0.87771 -5.21687
54 C 3.42560 -2.78746 0.73157
55 C 4.64768 -3.16619 0.16433
56 C -0.07720 1.51260 1.18258
57 C -1.62236 -1.36304 0.65781
58 C 3.73760 -2.90878 -2.05118
59 C -1.56825 4.20565 0.65842
60 C 0.53951 -2.30178 1.41611